P) 23
Properties=species:S:1:pos:R:3:nbo_charge:R:1 method="wB97M-V/def2-TZVPD" homo_lumo_gap_ev=12.2590 multiplicity=1 e_lumo_ev=-3.036 total_charge=+1
C 1.39713 -2.00099 0.60915 -0.64
C 1.76809 -0.79246 -0.19363 -0.22
N 0.56578 0.04329 -0.53201 -0.57
C 0.87052 1.20167 -1.41422 -0.42
H 0.64877 -2.56742 0.03187 0.22
H 2.25916 -2.65349 0.80321 0.25
H 1.04493 -1.82507 1.63694 0.22
H 2.41434 -0.13487 0.41694 0.22
H 2.28518 -1.11195 -1.09670 0.22
H 0.14343 0.39672 0.37421 0.47
H -0.17631 -0.55592 -0.98170 0.46
H 1.85839 1.62625 -1.23286 0.24
H 0.08066 1.92508 -1.15380 0.22
H 0.70633 0.88281 -2.44530 0.22
H -1.01782 1.81477 1.69002 0.53
H -0.83592 0.37068 2.45333 0.50
O -0.52537 0.95208 1.76516 -1.00
H -2.25492 -1.34213 -1.43151 0.51
H -1.21959 -2.06804 -2.37039 0.51
O -1.32604 -1.58986 -1.54951 -0.96
H -3.08133 2.20571 0.79375 0.49
H -3.00885 2.54926 2.34559 0.50
O -2.59652 2.67388 1.48144 -0.95


Q) 23
Properties=species:S:1:pos:R:3:nbo_charge:R:1 method="wB97M-V/def2-TZVPD" homo_lumo_gap_ev=10.7215 multiplicity=1 e_lumo_ev=-3.306 total_charge=+1
C -0.87163 0.31002 0.80040 -0.62
C 0.30158 -0.11325 -0.15983 -0.05
C 0.16482 -1.60205 -0.29121 -0.66
N 0.18818 0.63272 -1.43961 -0.70
H -0.84720 1.32188 0.87353 0.21
H -1.86937 -0.38393 0.67308 0.24
H -0.58752 -0.19673 1.71189 0.23
H 1.19542 0.44772 0.29733 0.23
H 0.06813 -2.16049 0.59005 0.24
H 1.08204 -1.96378 -0.82938 0.25
H -0.62715 -1.94665 -1.05896 0.23
H 1.09551 0.39217 -2.01708 0.46
H -0.78030 0.55759 -1.95366 0.45
H 0.28000 1.58154 -1.42468 0.44
H -0.84021 -1.24920 4.01760 0.46
H -1.47607 -2.39168 3.17749 0.46
O -1.73660 -1.71743 3.90642 -0.92
H 2.74146 -0.93759 -2.16146 0.50
H 3.20906 -0.96131 -0.69294 0.52
O 2.43484 -0.60219 -1.25247 -0.99
H -0.40271 4.03340 -1.36396 0.50
H -1.61428 3.56987 -0.27843 0.51
O -1.10800 3.37937 -1.12413 -1.00


Of them, Q) has the lowest stability.


P) 13
Properties=species:S:1:pos:R:3:nbo_charge:R:1 method="wB97M-V/def2-TZVPD" homo_lumo_gap_ev=11.2416 multiplicity=1 e_lumo_ev=0.830 smiles="C=C[C@H](O)C(F)(F)F"
C -1.28698 -0.66536 -1.20303 -0.33
C -0.97773 -0.25235 0.00101 -0.27
C 0.40007 -0.43422 0.53006 0.01
O 0.50396 -0.46376 1.91829 -0.69
C 1.23275 0.82217 0.07448 0.95
F 1.29734 0.85468 -1.29306 -0.34
F 2.42793 0.94843 0.55282 -0.29
F 0.55417 1.92905 0.45088 -0.34
H -2.20552 -0.19983 -1.63177 0.20
H -0.61370 -1.16970 -1.99252 0.20
H -1.86116 0.09948 0.36478 0.23
H 0.87939 -1.32453 -0.06477 0.20
H -0.35052 -0.14406 2.29285 0.48


Q) 13
Properties=species:S:1:pos:R:3:nbo_charge:R:1 method="wB97M-V/def2-TZVPD" homo_lumo_gap_ev="8.9036 / 7.7469" multiplicity=1 e_lumo_ev="0.398 / 0.098"
C 0.46955 0.92191 0.12125 -0.53
C 1.07764 -0.35902 0.63665 0.20
C -1.06699 -0.89188 -0.53260 0.08
C -1.05048 0.54251 -0.05122 0.62
O 2.20164 -0.96286 0.23819 -0.63
F -2.00249 -1.82271 -0.15499 -0.34
F -1.55768 0.66855 1.19162 -0.34
F -1.71747 1.46766 -0.82316 -0.35
H 0.32214 1.62525 0.83650 0.24
H 1.04247 1.25348 -0.70800 0.22
H 0.82701 -0.85585 1.59056 0.20
H -0.91147 -0.95201 -1.61401 0.15
H 2.36615 -0.63504 -0.73079 0.48


Of them, Q) has the lowest stability.


P) 19
Properties=species:S:1:pos:R:3:nbo_charge:R:1 method="wB97M-V/def2-TZVPD" homo_lumo_gap_ev=8.3798 multiplicity=1 e_lumo_ev=0.051
C -1.94154 1.36390 1.24235 -0.27
C -1.08838 0.92918 2.31060 -0.16
C -1.64226 1.35817 -0.08549 -0.11
C 0.10678 0.32524 1.99595 -0.25
C -0.30443 0.80747 -0.45911 -0.54
C 0.52596 0.23986 0.63183 0.29
C 1.78464 -1.64626 -2.63090 -0.73
N 1.62796 -0.32274 0.26734 -0.67
O -0.05391 -2.71747 -1.12294 -0.91
S 0.75876 -2.86850 -2.35152 1.15
H -2.88491 1.83000 1.49961 0.21
H -1.45698 0.94258 3.37012 0.22
H -2.41240 1.60242 -0.78777 0.21
H 0.77712 -0.12635 2.67400 0.21
H 0.28192 1.56142 -1.01672 0.25
H 2.07103 -0.82616 -1.93915 0.28
H 2.19456 -1.70015 -3.53756 0.20
H 2.19627 -0.64041 0.96042 0.33
H -0.54019 -0.11219 -1.02106 0.27


Q) 19
Properties=species:S:1:pos:R:3:nbo_charge:R:1 method="wB97M-V/def2-TZVPD" homo_lumo_gap_ev="6.6323 / 6.6348" multiplicity=1 e_lumo_ev="-1.564 / -1.563"
C 2.25873 -1.09281 -1.14003 -0.73
S 2.57882 0.14591 0.25080 0.46
C 1.06813 0.45604 0.94472 0.08
C 0.79731 1.78052 1.52129 -0.71
C -0.47768 -0.26747 0.26036 -0.36
C -0.40690 -1.61225 0.34292 0.21
N -0.00387 -2.68680 0.51101 -0.38
C -1.61103 0.54845 -0.03362 0.50
C -2.66448 -0.23986 -0.79868 -0.69
O -1.62312 1.78639 0.13451 -0.63
H 2.31794 -2.19830 -0.72457 0.28
H 2.86735 -0.83516 -1.99182 0.24
H 1.19885 -0.84521 -1.43918 0.26
H 0.02086 1.66880 2.25029 0.25
H 0.53610 2.42931 0.71758 0.30
H 1.66228 2.16178 2.05775 0.22
H -2.18324 -0.17830 -1.73692 0.23
H -3.58613 0.27342 -0.78944 0.23
H -2.74993 -1.29448 -0.33698 0.23


Of them, Q) has the lowest stability.


P) 9
Properties=species:S:1:pos:R:3:nbo_charge:R:1 method="wB97M-V/def2-TZVPD" homo_lumo_gap_ev=7.5272 multiplicity=1 e_lumo_ev=3.879 total_charge=-1
C 1.58697 0.78355 0.68551 -0.87
O 0.85736 -1.66765 0.52959 -1.21
O -1.51649 -1.55919 -0.77123 -0.98
P 1.00473 -0.61731 -0.53283 1.07
S 3.04937 0.20672 -0.19382 -0.36
H 1.52482 0.35580 1.62546 0.20
H 1.39673 1.91699 0.52260 0.19
H -0.78472 -1.89854 -0.20684 0.51
H -1.71643 -2.25283 -1.45103 0.45


Q) 9
Properties=species:S:1:pos:R:3:nbo_charge:R:1 method="wB97M-V/def2-TZVPD" homo_lumo_gap_ev=7.5822 multiplicity=1 e_lumo_ev=3.827 total_charge=-1
C 1.24730 0.54044 -1.04180 -0.87
O -1.05462 1.07083 0.23559 -1.16
O -1.70723 -1.07240 1.43996 -0.95
P -0.54954 0.10747 -0.75934 1.03
S 1.14679 -1.06040 -0.08358 -0.35
H 1.65365 1.30283 -0.41947 0.20
H 1.96322 0.32695 -1.90767 0.20
H -1.19584 -0.48503 1.97997 0.47
H -1.50372 -0.73070 0.55635 0.43


Of them, Q) has the lowest stability.


P) 11
Properties=species:S:1:pos:R:3:nbo_charge:R:1 method="wB97M-V/def2-TZVPD" homo_lumo_gap_ev="7.8406 / 7.8404" multiplicity=1 e_lumo_ev="-6.763 / -6.764" total_charge=+1
C -0.89724 2.51750 -0.62287 0.13
C -0.36850 1.29969 -0.14934 0.40
C 0.75302 -1.89163 0.31844 0.54
N 0.24193 2.13068 -1.08388 -0.17
N 0.76508 -2.79150 1.12210 -0.45
N -0.52046 0.22022 0.41553 -0.56
N 1.06226 -0.84304 -0.14554 0.17
O 1.51777 -0.31595 -1.13289 -0.21
H -1.49027 3.42503 -0.72085 0.28
H 0.16893 -3.58760 0.92938 0.42
H -1.23252 -0.16339 1.06993 0.45


Q) 11
Properties=species:S:1:pos:R:3:nbo_charge:R:1 method="wB97M-V/def2-TZVPD" homo_lumo_gap_ev="7.0972 / 7.3071" multiplicity=1 e_lumo_ev="-6.966 / -6.685" total_charge=+1 smiles="N=C=CNN=C=[N+]=O"
N 0.08168 2.15922 -0.03195 -0.44
C 0.06145 0.98374 -0.16415 0.47
C 0.26948 -0.30073 -0.05508 -0.29
N -0.62476 -1.34381 -0.14075 -0.14
N -1.90256 -1.46338 -0.12801 -0.12
C -2.70453 -0.47958 -0.03795 0.24
N -3.80348 -0.00411 -0.00826 0.29
O -4.79301 0.60943 0.10972 -0.16
H 0.37972 2.80516 -0.71722 0.44
H 1.17460 -0.69299 0.50262 0.29
H -0.18667 -2.18787 0.06765 0.43


Of them, P) has the lowest stability.


P) 30
Properties=species:S:1:pos:R:3:nbo_charge:R:1 method="wB97M-V/def2-TZVPD" homo_lumo_gap_ev=9.3020 multiplicity=1 e_lumo_ev=0.708
C -0.49541 0.59022 -2.66100 -0.61
C -1.58168 -0.12751 -1.88260 -0.21
C -1.26459 -1.68328 -1.81859 -0.61
C -1.94546 0.35589 -0.44114 -0.49
C -0.91972 0.14848 0.64654 0.23
N -1.12946 -0.32187 1.81300 -0.15
O -2.41812 -0.52836 2.19180 -0.57
C 0.52697 0.48801 0.45539 -0.35
C 1.47524 -0.07587 1.56842 0.44
N 1.96180 -1.06347 2.07669 -0.46
C 1.95483 -2.37744 1.75328 0.53
O 1.12064 -3.15791 2.10060 -0.55
C 1.32973 1.43596 1.43638 -0.26
C 2.47498 2.31124 1.03510 -0.62
H 0.45971 0.17262 -2.58873 0.20
H -0.49384 1.72682 -2.52327 0.21
H -0.72116 0.43726 -3.72645 0.21
H -2.39161 0.13044 -2.62459 0.22
H -0.70375 -1.88374 -2.67118 0.20
H -0.62794 -1.82846 -0.91269 0.21
H -2.09036 -2.45104 -1.82127 0.22
H -2.19149 1.33360 -0.20306 0.23
H -2.75972 -0.20313 0.02787 0.24
H -2.38439 -0.77593 3.20176 0.49
H 0.88894 0.56117 -0.52453 0.23
H 2.78198 -2.69275 1.11120 0.11
H 0.66983 1.84282 2.24896 0.24
H 3.11397 2.65367 1.94338 0.23
H 2.12717 3.16427 0.48347 0.22
H 3.23292 1.81828 0.30527 0.21


Q) 30
Properties=species:S:1:pos:R:3:nbo_charge:R:1 method="wB97M-V/def2-TZVPD" homo_lumo_gap_ev=10.1827 multiplicity=1 e_lumo_ev=0.866
C -2.83019 -1.13891 -0.35113 -0.62
C -1.46397 -0.88709 -0.92805 -0.29
C -1.17584 0.64687 -0.73428 -0.07
O 0.10951 1.11835 -1.04325 -0.55
C 1.13583 1.07572 -0.10812 0.58
N 2.30922 0.64277 -0.39328 -0.47
C 2.40828 -0.23597 -1.50392 -0.21
C 2.02333 -1.77160 -0.89003 -0.24
N 0.65394 -1.91519 -1.10373 -0.44
C -0.24368 -1.59179 -0.32055 0.57
O -0.04805 -1.21892 1.06752 -0.60
C 0.08971 -0.07392 1.81216 -0.03
C 0.76376 1.25056 1.25276 -0.36
C -0.20508 2.45758 1.44776 -0.62
H -2.83069 -2.24476 -0.21505 0.23
H -3.54322 -0.75672 -1.07074 0.22
H -2.82486 -0.66969 0.64987 0.20
H -1.54857 -1.08806 -2.08582 0.23
H -1.89210 1.15726 -1.53959 0.21
H -1.54752 0.95157 0.25896 0.18
H 3.45927 -0.39397 -1.80766 0.20
H 1.79796 0.00609 -2.27589 0.20
H 2.47794 -2.61257 -1.44112 0.20
H 2.34857 -1.94251 0.18378 0.19
H 0.84771 -0.38210 2.58983 0.19
H -0.85887 0.07010 2.30841 0.17
H 1.73432 1.30837 1.75726 0.26
H -0.33635 2.92702 0.42661 0.23
H 0.34544 3.11511 2.06759 0.22
H -1.15581 2.19641 1.98969 0.21


Of them, P) has the lowest stability.


P) 9
Properties=species:S:1:pos:R:3:nbo_charge:R:1 method="wB97M-V/def2-TZVPD" homo_lumo_gap_ev=8.5922 multiplicity=1 e_lumo_ev=-1.058
C -0.78901 0.27584 -0.00071 -0.38
C -2.03445 -0.25482 -0.00732 -0.40
C 2.44763 0.33278 -0.37737 -0.14
Cl 2.67216 -1.38052 -0.25960 0.02
Cl 3.36529 1.11199 0.72557 0.12
H -0.54234 1.27215 -0.16667 0.20
H 0.11548 -0.40266 0.15396 0.18
H -2.36005 -1.31192 0.32023 0.20
H -2.87473 0.35716 -0.38809 0.19


Q) 9
Properties=species:S:1:pos:R:3:nbo_charge:R:1 method="wB97M-V/def2-TZVPD" homo_lumo_gap_ev=10.9388 multiplicity=1 e_lumo_ev=1.017 smiles=Cl[C@@H]1C[C@H]1Cl
Cl -0.48496 2.27421 -0.12117 0.05
C -0.26087 0.66340 -0.46572 -0.30
C -0.56062 -0.46527 0.42649 -0.46
C 0.80436 -0.10482 0.24237 -0.27
Cl 1.45967 -1.51369 -0.56718 -0.01
H -0.29916 0.21487 -1.59825 0.22
H -1.20040 -0.41602 1.41154 0.25
H -0.64530 -1.20494 -0.45649 0.25
H 1.18728 0.55226 1.12841 0.26


Of them, P) has the lowest stability.